DFT (ωB97M-V with the def2-TZVPD basis set) results for a molecular structure, C2H4O3 at a distorted geometry.

CARTESIAN COORDINATES (ANGSTROEM)
C 2.608 0.357 -0.277
C -1.323 -0.236 1.190
O 1.942 0.076 0.652
O -2.963 0.034 -0.656
O -2.467 -0.271 0.957
H 2.183 0.130 -1.303
H 3.765 0.636 -0.323
H -0.365 0.016 0.713
H -3.380 -0.742 -0.953

The energy above the lowest of the compared OMol25 structures with the same formula, charge and spin comes out at 656.18 kJ/mol. The total energy is -304.0918 Ha. For the orbital gap (spin up / spin down), the calculation gives 9.54 / 8.75 eV. The net charge is 0.

---

DFT (ωB97M-V with the def2-TZVPD basis set) results for a single C5H10N2 molecule at a distorted geometry.

CARTESIAN COORDINATES (ANGSTROEM)
C -1.518 -0.361 1.145
C -0.160 0.179 0.849
C 0.207 0.428 -0.540
C 0.562 -0.946 0.180
C 1.429 1.194 -0.979
N -1.659 -1.506 0.306
N -0.285 -2.069 0.069
H -1.612 -0.510 2.216
H -2.366 0.356 1.127
H 0.346 0.931 1.631
H -0.611 0.385 -1.251
H 1.689 -1.200 0.408
H 1.460 1.245 -2.099
H 2.354 0.713 -0.583
H 1.428 2.220 -0.505
H -2.266 -2.157 0.672
H -0.261 -2.448 -0.800

The energy above the lowest of the compared OMol25 structures with the same formula, charge and spin comes out at 288.69 kJ/mol. The total energy is -305.9139 Ha. For the orbital gap, the calculation gives 8.99 eV. The SMILES is C[C@@H]1[C@H]2CNN[C@@H]12. The net charge is 0.